{"formula": "C26H32Cl4IMnN7O3S", "method": "ωB97M-V/def2-TZVPD", "e_above_lowest_kj_mol": 0.0, "e_tot_ev": -144405.4292, "e_lumo_ev": [4.331, 4.332], "total_charge": -2, "s_squared": 0.8461, "spin_multiplicity": 2, "symbols": ["Mn", "C", "C", "N", "C", "C", "C", "S", "N", "C", "O", "C", "C", "C", "C", "C", "C", "H", "H", "H", "H", "H", "H", "H", "H", "H", "H", "H", "H", "H", "H", "H", "Cl", "C", "C", "Cl", "C", "Cl", "C", "O", "C", "O", "C", "Cl", "N", "C", "C", "C", "N", "H", "H", "H", "H", "I", "C", "N", "C", "C", "N", "N", "C", "C", "H", "H", "H", "H", "H", "H", "H", "H", "H", "H", "H", "H", "H"], "coordinates": [[-0.266, 1.066, 1.475], [-2.733, 4.290, -3.283], [-1.631, 4.505, -2.251], [-2.008, 4.063, -0.914], [-2.240, 5.092, 0.087], [-3.675, 5.603, 0.086], [-1.929, 2.752, -0.590], [-2.398, 2.227, 0.977], [-1.564, 1.956, -1.611], [-1.000, 0.769, -1.441], [-0.536, 0.249, -0.401], [-0.889, -0.053, -2.704], [-1.153, 0.501, -3.954], [-1.040, -0.270, -5.102], [-0.666, -1.605, -5.010], [-0.402, -2.161, -3.766], [-0.508, -1.388, -2.618], [-2.405, 4.636, -4.267], [-3.639, 4.836, -3.011], [-2.975, 3.230, -3.346], [-1.392, 5.568, -2.180], [-0.723, 3.980, -2.547], [-1.536, 5.904, -0.107], [-1.992, 4.669, 1.058], [-3.943, 6.050, -0.875], [-3.808, 6.361, 0.862], [-4.358, 4.778, 0.288], [-1.438, 1.543, -4.003], [-1.239, 0.174, -6.071], [-0.576, -2.208, -5.907], [-0.105, -3.200, -3.686], [-0.292, -1.809, -1.644], [1.831, -0.120, 7.819], [1.732, -0.075, 6.082], [2.597, -0.820, 5.309], [3.815, -1.810, 6.061], [2.487, -0.784, 3.909], [3.553, -1.737, 2.915], [1.527, -0.011, 3.256], [1.385, 0.027, 1.975], [0.646, 0.803, 4.067], [-0.234, 1.543, 3.455], [0.760, 0.723, 5.452], [-0.376, 1.647, 6.400], [-2.138, -0.282, 3.308], [-3.096, -1.188, 3.538], [-3.012, -2.122, 2.524], [-1.951, -1.677, 1.716], [-1.437, -0.564, 2.209], [-1.841, 0.567, 3.792], [-3.744, -1.114, 4.395], [-3.617, -3.003, 2.394], [-1.517, -2.116, 0.832], [1.254, 3.160, 0.498], [2.739, -0.532, -0.714], [3.073, -1.949, -0.814], [4.492, -2.212, -0.707], [2.164, -2.878, -0.319], [1.128, -2.643, 0.380], [2.467, -4.211, -0.685], [1.647, -5.215, -0.044], [2.648, -4.466, -2.101], [3.227, 0.000, -1.535], [3.046, -0.094, 0.240], [1.665, -0.389, -0.802], [4.905, -1.762, 0.205], [5.016, -1.778, -1.564], [4.681, -3.283, -0.679], [1.141, -1.691, 0.743], [0.621, -5.229, -0.438], [1.585, -5.010, 1.021], [2.104, -6.195, -0.208], [3.206, -3.657, -2.564], [1.684, -4.557, -2.625], [3.196, -5.402, -2.241]], "forces_ev_per_angstrom": [[-0.4, -0.4, 0.1], [0.0, 0.0, 0.0], [0.1, 0.0, 0.0], [-0.1, 0.0, 0.0], [0.0, 0.0, 0.0], [0.0, 0.0, 0.0], [0.1, 0.0, -0.1], [0.0, 0.0, 0.1], [0.0, 0.0, 0.1], [-0.2, -0.1, 0.1], [0.3, 0.1, -0.2], [0.0, 0.0, 0.1], [0.0, 0.0, 0.0], [0.0, 0.0, 0.0], [0.0, 0.0, 0.0], [0.0, 0.0, 0.0], [0.0, 0.0, 0.0], [0.0, 0.0, 0.0], [0.0, 0.0, 0.0], [0.0, 0.0, 0.0], [0.0, 0.0, 0.0], [0.0, 0.0, 0.0], [0.0, 0.0, 0.0], [0.0, 0.0, 0.0], [0.0, 0.0, 0.0], [0.0, 0.0, 0.0], [0.0, 0.0, 0.0], [0.0, 0.0, 0.0], [0.0, 0.0, 0.0], [0.0, 0.0, 0.0], [0.0, 0.0, 0.0], [0.0, 0.0, 0.0], [0.0, 0.0, 0.0], [0.0, 0.0, 0.0], [0.0, 0.0, 0.0], [0.0, 0.0, 0.0], [0.0, 0.0, 0.0], [0.0, 0.0, 0.0], [0.0, 0.0, 0.1], [-0.1, 0.0, -0.2], [0.0, 0.0, 0.0], [0.0, 0.0, 0.0], [0.0, 0.0, 0.0], [0.0, 0.0, 0.0], [0.0, 0.0, 0.0], [0.0, -0.1, 0.0], [0.0, 0.0, 0.0], [0.1, -0.1, 0.0], [0.0, 0.3, -0.1], [0.0, 0.0, 0.1], [0.0, 0.0, 0.0], [0.0, 0.0, 0.0], [0.0, 0.0, 0.0], [0.2, 0.2, -0.1], [0.0, 0.0, 0.0], [-0.1, 0.0, 0.0], [0.0, 0.0, 0.0], [0.1, 0.1, 0.1], [0.0, -0.1, -0.1], [0.0, 0.0, -0.1], [0.0, 0.0, 0.0], [0.0, 0.0, 0.0], [0.0, 0.0, 0.0], [0.0, 0.0, 0.0], [0.0, 0.0, 0.0], [0.0, 0.0, 0.0], [0.0, 0.0, 0.0], [0.0, 0.0, 0.0], [-0.1, 0.1, 0.1], [0.0, 0.0, 0.0], [0.0, 0.0, 0.0], [0.0, 0.0, 0.0], [0.0, 0.0, 0.0], [0.0, 0.0, 0.0], [0.0, 0.0, 0.0]]}